Below is the molecule C5H8O2, with properties calculated with ωB97M-V with the def2-TZVPD basis set.

Structure (XYZ):
```
15
Properties=species:S:1:pos:R:3:mulliken_charge:R:1
O 0.851 0.900 1.404 -0.458
C 1.031 -0.457 1.017 -0.268
C -0.167 -1.056 0.265 -0.872
C -0.427 -0.315 -1.044 0.752
O -1.559 -0.869 -1.681 -0.514
C -0.515 1.156 -0.871 -0.535
C 0.082 1.789 0.113 -0.655
H -0.379 1.310 1.127 0.391
H 1.217 -1.023 1.937 0.300
H 1.931 -0.511 0.385 0.277
H -1.069 -0.998 0.887 0.324
H 0.010 -2.119 0.066 0.329
H 0.468 -0.431 -1.689 0.160
H -1.943 -0.156 -2.210 0.351
H 0.468 2.779 0.295 0.417
```

## Properties
- highest occupied orbital energy (eV) = -8.6
- 2S+1 = 1
- calculated total energy (hartree) = -345.59291
- largest force on an atom (eV/A) = 0.8
- ΔE to the lowest compared entry with this formula, charge and spin (kJ/mol) = 556.7
- gap between HOMO and LUMO (hartree) = 0.332
- LUMO energy (eV) = 0.40